Formula: C14H19N5O5S
Source: the Open Molecules 2025 dataset
Level of theory: ωB97M-V/def2-TZVPD

The geometry in XYZ format:
```
44
Properties=species:S:1:pos:R:3:forces:R:3
C -0.706074 -2.048782 0.368289 1.16 -0.29 0.06
C 0.631364 -2.350162 0.090372 -0.69 0.19 -0.23
C 1.321014 -1.516830 -0.963610 0.95 1.50 1.80
C 1.374775 -0.064942 -0.486742 -0.15 0.75 -0.41
C 2.356327 0.294888 0.389547 0.32 -0.58 0.08
C 2.501017 1.626102 0.840706 -0.15 0.83 0.19
N 3.411485 2.130313 1.683876 0.21 -0.32 0.14
S 3.114715 3.692345 1.835109 -0.23 0.16 -0.30
N 1.838043 3.870058 0.846521 0.52 -0.19 0.56
C 1.605706 2.644257 0.384942 -0.56 -0.91 -0.72
C 0.569100 2.240227 -0.500094 -0.23 0.47 -0.25
C 0.432945 0.952868 -0.925822 0.12 -0.47 0.08
C -0.719716 0.628559 -1.863430 -0.17 0.56 0.33
C -2.091613 1.088965 -1.290600 -0.50 -0.05 0.36
C -3.016952 -0.059765 -0.933000 -0.48 0.06 0.11
N -3.295525 -0.239633 0.451348 0.71 0.22 0.24
O -3.514712 -0.771417 -1.764995 0.43 -0.45 -0.36
H -0.888939 -1.148635 0.949035 -0.52 1.07 -1.81
H -1.499969 -2.668358 -0.046044 -0.21 -0.95 1.91
H 1.201962 -3.119853 0.610827 -0.52 -1.35 -1.49
H 0.784469 -1.616082 -1.902336 -0.06 -0.09 0.05
H 2.346148 -1.837918 -1.142911 -0.05 -0.13 0.12
H 3.047532 -0.461157 0.749192 0.05 0.09 0.00
H -0.125402 2.992299 -0.861356 0.03 0.01 0.08
H -0.766020 -0.428169 -2.111999 0.00 0.02 -0.03
H -0.562608 1.193486 -2.784116 0.07 -0.21 -0.10
H -2.635388 1.704339 -2.009364 0.10 -0.08 -0.12
H -1.980247 1.675011 -0.380007 0.28 0.11 -0.11
H -3.400885 -1.215453 0.689372 -0.52 -0.01 -0.21
H -4.072407 0.321526 0.773531 -0.05 0.09 0.05
C -4.331640 2.770189 3.119784 0.01 -0.18 0.10
N -4.983658 3.006754 1.801915 0.03 -0.02 0.05
O -5.568103 2.073400 1.283670 0.07 -0.01 -0.05
O -4.885660 4.117777 1.334467 -0.03 -0.01 -0.02
H -4.501762 1.739811 3.408860 -0.03 0.00 -0.06
H -3.271462 2.972033 2.998887 -0.02 0.10 0.00
H -4.780706 3.455526 3.832160 0.06 0.08 -0.05
C 5.646259 -3.969272 -1.360443 0.16 0.00 0.13
N 4.199544 -3.923724 -1.013213 0.06 -0.04 0.02
O 3.902723 -3.835315 0.160595 -0.05 0.05 -0.02
O 3.412578 -3.976200 -1.934419 0.02 -0.01 0.01
H 6.221818 -3.912882 -0.444137 -0.07 0.00 0.03
H 5.826971 -4.905810 -1.879150 -0.04 0.05 -0.09
H 5.852971 -3.120378 -2.005221 -0.05 -0.06 -0.08
```
Forces are in eV/Å.

Formula: C5H10O2
Source: the Open Molecules 2025 dataset
Level of theory: ωB97M-V/def2-TZVPD

The geometry in XYZ format:
```
17
Properties=species:S:1:pos:R:3:forces:R:3
C 2.690395 0.071924 0.177196 0.24 0.15 -0.03
O 1.537691 -0.733903 0.117041 -0.04 -0.03 -0.03
C 0.623538 -0.508798 1.160901 -0.10 -0.01 0.19
C -0.991956 0.172433 -0.773002 0.01 -0.01 -0.02
C -2.485736 0.151373 -1.112912 -0.09 -0.02 -0.02
C -0.724553 0.049002 0.710210 -0.19 0.04 0.24
O -1.540478 0.337123 1.559773 0.29 -0.11 -0.32
H 2.445391 1.142670 0.121148 0.01 -0.13 0.01
H 3.310466 -0.193537 -0.681736 -0.07 0.06 0.12
H 3.262044 -0.111321 1.098952 -0.09 0.03 -0.14
H 1.019921 0.164852 1.931809 -0.01 -0.08 -0.11
H 0.408798 -1.467222 1.651411 -0.02 0.11 -0.01
H -0.428675 -0.609329 -1.289194 -0.08 0.07 0.07
H -2.857704 1.135255 -1.411707 0.06 -0.15 0.07
H -2.685034 -0.548157 -1.929176 0.02 0.14 0.07
H -3.061831 -0.166658 -0.239957 0.04 0.07 -0.14
H -0.522285 1.114285 -1.090752 0.00 -0.12 0.04
```
Forces are in eV/Å.

## Properties
SMILES	CCC(=O)COC

Formula: C4H11FN3
Source: the Open Molecules 2025 dataset
Level of theory: ωB97M-V/def2-TZVPD

The geometry in XYZ format:
```
19
Properties=species:S:1:pos:R:3:forces:R:3
C 1.323557 -0.041455 -0.233296 -5.63 -0.12 5.48
C -0.821023 -1.834680 -0.491039 0.01 -0.80 -0.80
C -0.871745 0.669498 -0.315793 1.19 2.30 0.12
C -0.360716 -0.616069 0.203282 3.41 -1.19 -0.16
N 2.265633 -0.283627 0.741712 -1.32 2.20 1.68
N -1.845697 1.425325 0.227490 -0.73 -0.74 2.21
N 0.577948 1.312923 -0.202705 2.98 1.91 -1.13
F -0.394932 -0.778439 1.566797 0.01 0.77 -0.09
H 1.470268 -0.295951 -1.193385 1.19 -0.98 -3.13
H -0.005412 -2.261503 -1.151888 -1.17 0.46 0.58
H -1.140622 -2.619050 0.212564 0.07 0.38 -0.29
H -1.679259 -1.459136 -1.062738 0.04 -1.01 -0.33
H -0.947155 0.653677 -1.361975 -0.50 -0.59 -1.50
H 2.902404 -0.941851 0.505710 2.60 -2.19 -1.08
H -1.871958 1.564965 1.216460 0.13 -0.53 0.63
H -2.323067 2.172503 -0.171044 -0.56 1.03 -1.70
H 2.053413 -0.399201 1.763798 -0.52 0.38 -1.70
H 0.715467 1.745230 0.735795 -0.05 -0.10 -0.90
H 0.952897 1.986836 -0.989753 -1.15 -1.18 2.10
```
Forces are in eV/Å.

## Properties
SMILES	C[C@@]1(F)[C@H](N)[NH2+][C@@H]1N
net charge	+1

Orbital gap across the listed records, respectively: 6.85 10.30 10.11 eV.
Maximum force across the listed records, respectively: 2.526 0.446 7.859 eV/A.